Entry 1:
Molecular formula: C2H2O2S3
Method: DFT, ωB97M-V with the def2-TZVPD basis set

Geometry (Å):
C1 -0.054746 -1.602225 3.483569
C2 -0.626551 -0.703044 0.289175
O1 0.399521 -0.604387 3.898603
O2 2.047866 -1.647520 0.576842
S1 -0.440154 -1.810970 -0.950295
S2 -0.629081 -2.867984 2.865815
S3 1.567916 -2.431305 -0.575347
H1 0.026311 -0.716916 1.147842
H2 -1.657323 -0.320273 0.347870

Cartesian forces (eV/Å) of the 3 atoms listed first:
C 1.540 3.160 1.230
C -1.227 -0.488 -0.543
O -0.754 -1.560 -0.496

Results
Kohn-Sham gap (spin up / spin down) (eV): 8.29 / 6.78
Net charge: 0
Relative energy (zero: lowest compared OMol25 entry of this formula, charge and spin) (kcal/mol): 0.00



Entry 2:
Molecular formula: C4H12N2
Method: DFT, ωB97M-V with the def2-TZVPD basis set

Geometry (Å):
C1 0.411277 -0.303298 -1.431805
C2 0.045286 -0.125473 0.034767
C3 1.352559 -0.823062 1.047626
C4 -1.235985 -0.835881 0.422672
N1 0.198184 1.131123 0.628600
N2 -0.987195 2.019136 -0.183650
H1 -0.395617 0.063301 -2.064821
H2 0.569654 -1.358454 -1.649770
H3 1.320562 0.244550 -1.676278
H4 2.299868 -0.311221 0.908754
H5 1.427674 -1.836064 0.663132
H6 1.022633 -0.814309 2.079866
H7 -1.125198 -1.910112 0.283299
H8 -1.481888 -0.623590 1.460376
H9 -2.055192 -0.494534 -0.208910
H10 1.053211 1.575178 0.299262
H11 -1.749310 2.063269 0.487036
H12 -0.670523 2.339442 -1.100155

Cartesian forces (eV/Å) of the 3 atoms listed first:
C -0.163 0.135 0.311
C 3.687 -2.931 2.405
C -2.305 -0.178 -2.315

Results
Kohn-Sham gap (eV): 9.81
SMILES: CC(C)(C)NN
Net charge: 0
Relative energy (zero: lowest compared OMol25 entry of this formula, charge and spin) (kcal/mol): 71.09



Entry 3:
Molecular formula: C18H41GdN2OP3S
Method: DFT, ωB97M-V with the def2-TZVPD basis set

Geometry (Å):
Gd1 -0.337806 -0.288996 1.098092
P1 1.898279 0.986746 2.423564
P2 -1.093259 2.255068 -0.024609
P3 1.804229 -0.505176 -0.713749
H1 -2.004067 -2.713523 0.741434
C1 -0.911917 -2.857656 0.728537
C2 -0.107876 -2.816909 1.876258
H2 -0.517005 -2.904780 2.900884
C3 1.705778 1.493064 4.170002
C4 2.608661 2.552384 1.793521
C5 3.413657 -0.032577 2.592900
C6 -2.517289 1.959294 -1.157386
C7 -1.943457 3.474872 1.026296
C8 -0.125041 3.274839 -1.206677
C9 2.670190 -2.129167 -0.665042
C10 3.084036 0.659609 -1.322732
C11 0.891602 -0.758545 -2.269545
H3 -0.647523 -3.247646 -0.267906
H4 0.981566 -3.021425 1.858456
H5 1.496806 0.630446 4.813793
H6 0.868147 2.193591 4.245451
H7 2.616023 1.991738 4.522012
H8 1.808584 3.302990 1.730706
H9 3.066632 2.439911 0.802823
H10 3.367694 2.904877 2.509534
H11 3.189632 -0.903198 3.220465
H12 4.198086 0.559726 3.081904
H13 3.773189 -0.385637 1.618798
H14 -2.825115 2.898247 -1.641535
H15 -3.370783 1.481107 -0.655657
H16 -2.109370 1.304269 -1.931659
H17 -2.509034 4.150088 0.368709
H18 -1.210428 4.037633 1.614290
H19 -2.622577 2.936748 1.701881
H20 -0.740743 4.135617 -1.510422
H21 0.141766 2.685615 -2.099939
H22 0.796293 3.619219 -0.721434
H23 3.067388 -2.414745 -1.649202
H24 1.973005 -2.911423 -0.335735
H25 3.502195 -2.102921 0.046867
H26 3.515791 0.330518 -2.278250
H27 3.903821 0.772697 -0.604791
H28 2.641322 1.649707 -1.486759
H29 1.551877 -1.135076 -3.056089
H30 0.410507 0.154417 -2.635978
H31 0.098014 -1.493132 -2.108809
C12 -1.946653 -1.428941 -4.059887
C13 -3.140461 -1.131581 -4.757118
C14 -3.572524 -2.054264 -5.727268
C15 -2.845884 -3.246945 -5.927973
C16 -1.632998 -3.480156 -5.259528
C17 -1.135198 -2.549109 -4.336081
O1 -1.662647 -0.733597 -2.898274
H32 -2.432711 -0.317759 -2.441842
H33 -3.694229 -0.219908 -4.477100
H34 -4.464743 -1.802166 -6.309542
H35 -3.245710 -4.001743 -6.618710
H36 -1.100692 -4.417406 -5.445541
H37 -0.201393 -2.713531 -3.783145
N1 -1.686630 0.709055 5.766424
C18 -1.233857 0.021039 4.708288
N2 -0.208611 -0.826146 4.939056
S1 -1.955215 0.286452 3.175258
H38 -1.211979 0.679939 6.671146
H39 -2.411802 1.396474 5.589819
H40 0.193209 -1.354635 4.175083
H41 0.139252 -1.027607 5.873684

Cartesian forces (eV/Å) of the 3 atoms listed first:
Gd 0.225 1.766 -0.138
P 1.309 0.509 1.178
P -1.568 1.317 -1.444

Results
Kohn-Sham gap (spin up / spin down) (eV): 4.21 / 2.30
Spin multiplicity: 8
Net charge: +3
Relative energy (zero: lowest compared OMol25 entry of this formula, charge and spin) (kcal/mol): 0.00



Entry 4:
Molecular formula: C5H13NO
Method: DFT, ωB97M-V with the def2-TZVPD basis set

Geometry (Å):
C1 -1.324559 0.004712 1.932182
C2 -0.902660 -0.178749 0.482783
N1 -2.149798 -0.117663 -0.313440
C3 0.122008 0.883195 -0.051213
C4 1.562070 0.424300 -0.190873
C5 1.703737 -0.794406 -1.094957
O1 0.845586 -0.717211 -2.232217
H1 -1.985338 -0.733486 2.360237
H2 -1.725194 0.986730 2.226569
H3 -0.453601 0.015897 2.615915
H4 -0.457773 -1.156503 0.259694
H5 -2.853760 0.420020 0.182836
H6 -2.040808 0.420009 -1.169595
H7 -0.213276 1.014326 -1.074234
H8 0.059585 1.721585 0.639443
H9 1.975979 0.180484 0.821343
H10 2.312515 1.194771 -0.415428
H11 2.717970 -0.948217 -1.455141
H12 1.449036 -1.698644 -0.518182
H13 1.358287 -0.921153 -3.005729

Cartesian forces (eV/Å) of the 3 atoms listed first:
C 1.678 0.493 1.544
C -0.415 0.459 -0.836
N -0.425 0.376 -0.111

Results
Kohn-Sham gap (eV): 9.77
SMILES: C[C@@H](N)CCCO
Net charge: 0
Relative energy (zero: lowest compared OMol25 entry of this formula, charge and spin) (kcal/mol): 33.10



Entry 5:
Molecular formula: C12H20Cl24O3P
Method: DFT, ωB97M-V with the def2-TZVPD basis set

Geometry (Å):
O1 -1.641536 -2.341504 0.156769
C1 -2.249463 -1.210035 -0.516413
C2 -1.886228 -1.185121 -2.088525
O2 -0.469498 -1.216077 -2.320722
C3 -0.163172 -1.272384 -3.724767
O3 -0.753259 -2.419682 -4.392796
C4 -1.530615 -2.028786 -5.558048
P1 -3.377091 -1.727338 -5.140870
H1 -2.339558 -2.626577 0.790000
H2 -3.386135 -1.385613 -0.481398
H3 -2.057580 -0.218299 -0.003002
H4 -2.452684 -2.075319 -2.535793
H5 -2.360584 -0.221867 -2.503329
H6 0.973454 -1.429709 -3.779544
H7 -0.354102 -0.277496 -4.259389
H8 -1.543641 -2.927315 -6.266891
H9 -1.081076 -1.169495 -6.143412
H10 -3.816094 -2.933426 -4.483758
H11 -3.504548 -0.646962 -4.210097
H12 -4.093028 -1.453828 -6.344155
C5 -0.720609 1.914777 2.024207
Cl1 0.270350 3.185725 2.750308
Cl2 -2.429926 2.164831 2.403686
Cl3 -0.474678 1.859259 0.271813
H13 -0.413221 0.958935 2.442919
C6 1.110608 3.819145 6.547854
Cl4 1.085187 2.240282 7.345176
Cl5 -0.348082 4.738390 6.941603
Cl6 2.560213 4.724800 7.004915
H14 1.132980 3.658365 5.472601
C7 -0.329312 -3.244580 3.096757
Cl7 -1.027080 -1.634632 3.327460
Cl8 1.090412 -3.459674 4.126362
Cl9 -1.535643 -4.496159 3.426959
H15 -0.017303 -3.335698 2.058083
C8 5.271328 -2.555019 4.165063
Cl10 4.551162 -1.790294 2.740725
Cl11 6.619281 -1.587433 4.775891
Cl12 4.053456 -2.791666 5.425257
H16 5.654169 -3.528693 3.872775
C9 0.777544 6.914855 2.146131
Cl13 1.569932 6.206624 3.560948
Cl14 -0.979825 6.772031 2.280922
Cl15 1.250760 8.607458 1.950680
H17 1.098517 6.365730 1.264043
C10 -4.042500 8.360021 0.140618
Cl16 -4.276128 6.605704 0.106152
Cl17 -2.325945 8.760459 0.004160
Cl18 -4.968771 9.136106 -1.150956
H18 -4.406152 8.734377 1.094591
C11 3.721747 -5.656584 1.012838
Cl19 5.019687 -5.540899 2.208761
Cl20 3.606293 -7.304866 0.383384
Cl21 2.178319 -5.149002 1.714519
H19 3.957537 -4.990641 0.186245
C12 1.989245 -3.508664 -6.753509
Cl22 3.255615 -3.383239 -5.525999
Cl23 1.889091 -5.159279 -7.379817
Cl24 0.424153 -2.999245 -6.080828
H20 2.244027 -2.844774 -7.577159

Cartesian forces (eV/Å) of the 3 atoms listed first:
O -1.206 0.800 -0.154
C -0.901 -0.238 -0.708
C -1.071 0.290 1.434

Results
Kohn-Sham gap (eV): 8.25
Net charge: +1